1.
ORCA calculation (ωB97M-V/def2-TZVPD) on a cluster of 2 separate species, C3H5N3 in total.

ORCA input file:
```
! RIJCOSX wB97M-V def2-TZVPD def2/J DEFGRID3
* xyz 0 1
C 1.461 -1.450 -0.743
C 0.354 -1.056 -1.609
N -0.527 -0.717 -2.279
N -1.263 2.692 1.922
N -1.140 1.657 1.256
C -0.849 0.680 0.633
H 1.390 -0.909 0.206
H 1.425 -2.525 -0.549
H 2.406 -1.204 -1.232
H -1.937 2.508 2.670
H -1.321 0.323 -0.273
*
```

Calculated values
Frontier orbital gap, eV: 9.95
M, g mol⁻¹: 83.09
E_LUMO, Ha: 0.028
Energy, a.u.: -281.460142

Atomic partial charges in e from the natural (NBO) method, atoms 1 to 5: C -0.73; C 0.31; N -0.36; N -0.47; N -0.01

---

2.
ORCA calculation (ωB97M-V/def2-TZVPD) on a structure of composition C31H33BrF4MnN4O2P.

ORCA input file:
```
! RIJCOSX wB97M-V def2-TZVPD def2/J DEFGRID3
* xyz 1 2
Mn 0.935 -0.667 -0.407
N 3.968 -3.498 -1.360
C 3.214 -2.440 -1.024
O 2.002 -2.447 -1.226
C 3.910 -1.314 -0.297
C 3.473 0.139 -0.659
H 3.536 -4.274 -1.837
H 4.969 -3.506 -1.257
H 4.986 -1.412 -0.425
H 3.700 -1.495 0.765
H 4.343 0.624 -1.115
H 3.263 0.682 0.270
F -5.376 -0.120 -4.492
C -4.441 -0.014 -3.557
C -4.688 0.708 -2.392
F -5.870 1.289 -2.205
C -3.696 0.799 -1.420
F -3.982 1.433 -0.280
C -2.434 0.229 -1.582
P -1.134 0.429 -0.265
C -1.273 2.199 0.168
C -0.694 2.590 1.376
C -0.755 3.908 1.788
C -1.355 4.862 0.981
C -1.869 4.491 -0.250
C -1.821 3.171 -0.661
C -2.131 -0.432 1.027
C -2.398 -1.774 0.757
C -3.096 -2.549 1.662
C -3.546 -1.988 2.846
C -3.296 -0.653 3.113
C -2.588 0.127 2.212
C -2.230 -0.527 -2.733
Br -0.649 -1.548 -3.006
C -3.213 -0.648 -3.709
F -2.985 -1.391 -4.788
H -0.178 1.849 1.973
H -0.329 4.196 2.738
H -1.415 5.890 1.305
H -2.315 5.228 -0.900
H -2.215 2.903 -1.631
H -2.059 -2.209 -0.178
H -3.301 -3.584 1.438
H -4.106 -2.583 3.550
H -3.666 -0.212 4.026
H -2.420 1.173 2.422
C 3.287 2.081 -3.130
C 2.159 1.757 -2.139
C 2.188 2.773 -0.994
C 0.829 1.876 -2.890
C 2.274 0.318 -1.609
H 3.200 3.113 -3.461
H 3.235 1.433 -4.002
H 4.261 1.960 -2.667
H 1.865 3.748 -1.351
H 3.193 2.878 -0.596
H 1.514 2.452 -0.199
H 0.679 2.892 -3.248
H 0.012 1.619 -2.212
H 0.811 1.195 -3.737
H 2.402 -0.330 -2.497
C 1.390 -0.582 4.470
N 1.036 -1.571 3.477
C 0.817 -2.866 3.792
C 0.548 -3.788 2.831
C 0.450 -3.334 1.488
N 0.623 -2.046 1.204
C 0.976 -1.164 2.157
O 1.253 0.000 1.850
N 0.198 -4.167 0.475
H 1.239 -0.994 5.465
H 0.768 0.302 4.333
H 2.434 -0.282 4.352
H 0.886 -3.120 4.838
H 0.402 -4.825 3.075
H 0.076 -5.151 0.636
H 0.222 -3.807 -0.469
*
```

Calculated values
Frontier orbital gap (alpha / beta), eV: 7.84 / 7.50
<S²>: 0.780
M, g mol⁻¹: 735.44
E_LUMO (alpha / beta), Ha: -0.094 / -0.094
Energy, a.u.: -6036.217644

Atomic partial charges in e from the Löwdin method, atoms 1 to 5: Mn 0.47; N 0.20; C -0.49; O -0.06; C -0.08

---

3.
ORCA calculation (ωB97M-V/def2-TZVPD) on a structure of composition C20H35AsCoO2SSbSe4.

ORCA input file:
```
! RIJCOSX wB97M-V def2-TZVPD def2/J DEFGRID3
* xyz -2 5
Co -0.178 -0.400 1.231
Se -4.217 -0.997 -3.452
Sb -3.147 -2.099 -1.589
Se -3.042 -0.375 0.425
Se -1.252 -1.196 -0.319
Se -2.522 -3.961 -3.058
C 2.689 -2.804 0.869
C 2.838 -1.479 1.624
C 4.170 -0.813 1.228
C 2.904 -1.792 3.132
C 1.701 -0.524 1.353
H 3.392 -3.548 1.263
H 2.891 -2.677 -0.192
H 1.677 -3.202 0.965
H 5.001 -1.525 1.328
H 4.375 0.043 1.875
H 4.135 -0.453 0.200
H 3.815 -2.359 3.363
H 2.048 -2.388 3.448
H 2.915 -0.874 3.726
H 1.991 0.488 1.716
C -1.952 0.386 -6.219
C -0.888 0.142 -5.188
C -0.938 -1.033 -4.432
C -0.015 -1.270 -3.423
C 0.990 -0.334 -3.212
C 1.066 0.828 -3.955
C 0.116 1.068 -4.938
S 2.268 -0.599 -1.966
C 3.219 -1.691 -3.086
O 3.048 0.665 -1.886
H -1.841 -0.312 -7.054
H -1.897 1.405 -6.606
H -2.926 0.190 -5.766
H -1.712 -1.762 -4.633
H -0.121 -2.153 -2.801
H 1.861 1.532 -3.739
H 0.163 1.992 -5.505
H 3.416 -1.139 -4.003
H 2.603 -2.568 -3.282
H 4.151 -1.968 -2.594
O -0.362 -1.725 3.758
C -0.521 -1.538 2.628
C -3.404 -0.103 3.922
C -3.208 1.162 3.094
As -1.670 1.157 1.864
C -0.517 2.301 2.951
C 0.065 1.564 4.144
C -2.272 2.578 0.580
C -2.065 4.019 1.036
H -4.347 -0.073 4.475
H -2.593 -0.239 4.639
H -3.425 -0.989 3.286
H -3.036 2.027 3.746
H -4.124 1.372 2.533
H -1.101 3.149 3.323
H 0.286 2.712 2.332
H -0.723 1.184 4.800
H 0.691 2.225 4.756
H 0.695 0.723 3.855
H -3.331 2.447 0.356
H -1.758 2.409 -0.371
H -2.584 4.211 1.979
H -2.478 4.710 0.295
H -1.014 4.273 1.172
*
```

Calculated values
Frontier orbital gap (alpha / beta), eV: 4.93 / 4.92
<S²>: 6.062
M, g mol⁻¹: 911.02
E_LUMO (alpha / beta), Ha: 0.164 / 0.154
Energy, a.u.: -14796.064729

Atomic partial charges in e from the natural (NBO) method, atoms 1 to 5: Co 0.43; Se -0.87; Sb 0.84; Se -0.35; Se -0.27

---

4.
ORCA calculation (ωB97M-V/def2-TZVPD) on a cluster of 12 separate species, C43H82BClN3O15S in total.

ORCA input file:
```
! RIJCOSX wB97M-V def2-TZVPD def2/J DEFGRID3
* xyz 1 1
C 5.304 -2.254 4.316
C 4.465 -1.826 3.383
C 3.491 -1.164 2.256
C 4.304 0.082 1.643
C 4.933 0.225 0.211
O 4.944 -0.697 -0.883
N 5.549 1.570 0.340
C 5.307 2.155 1.668
B 5.924 3.637 2.031
N 5.162 4.936 1.793
O 7.273 3.799 2.570
N 4.502 1.243 2.520
C 4.066 1.537 3.920
C 2.473 1.454 4.173
C 1.558 1.916 2.919
C 0.121 1.203 3.085
S -0.535 0.345 1.578
O -1.953 0.883 1.327
O -0.709 -1.161 1.775
Cl 0.527 0.677 -0.174
H 6.189 -2.286 5.062
H 2.478 -0.877 2.741
H 3.244 -1.926 1.425
H 4.235 -0.481 -1.539
H 6.104 2.057 -0.382
H 5.833 5.629 1.386
H 4.921 5.284 2.751
H 7.692 2.899 2.701
H 4.494 2.538 4.342
H 4.549 0.710 4.589
H 2.194 0.415 4.599
H 2.241 2.208 5.034
H 1.375 3.060 3.061
H 2.054 1.803 1.889
H -0.661 1.993 3.440
H 0.136 0.406 3.940
C 9.168 2.356 7.086
C 8.797 2.883 5.726
O 7.639 2.872 5.335
C 9.909 3.423 4.866
H 8.268 1.999 7.594
H 9.866 1.522 6.984
H 9.614 3.153 7.684
H 10.640 2.637 4.666
H 10.388 4.268 5.366
H 9.496 3.768 3.914
C 3.497 -6.608 5.385
C 4.244 -6.029 4.212
O 5.383 -5.610 4.331
C 3.530 -5.988 2.888
H 4.133 -6.573 6.272
H 2.595 -6.021 5.577
H 3.235 -7.648 5.182
H 2.630 -5.374 2.969
H 3.270 -7.001 2.574
H 4.188 -5.546 2.135
C -0.539 0.598 -3.449
C -0.457 0.794 -4.939
O 0.611 0.738 -5.528
C -1.743 1.060 -5.673
H 0.464 0.415 -3.052
H -0.942 1.497 -2.977
H -1.168 -0.265 -3.221
H -2.201 1.979 -5.301
H -2.426 0.217 -5.544
H -1.534 1.180 -6.739
C -4.053 -4.595 -0.837
C -2.942 -4.114 0.059
O -2.402 -4.864 0.856
C -2.523 -2.674 -0.067
H -4.249 -5.652 -0.637
H -4.964 -4.026 -0.636
H -3.761 -4.485 -1.884
H -3.367 -2.020 0.169
H -2.163 -2.479 -1.079
H -1.714 -2.469 0.639
C -2.795 -2.600 -6.936
C -4.088 -1.838 -7.035
O -4.317 -0.876 -6.316
C -5.091 -2.306 -8.055
H -2.169 -2.151 -6.160
H -2.996 -3.640 -6.666
H -2.262 -2.551 -7.888
H -5.393 -3.333 -7.835
H -4.658 -2.245 -9.057
H -5.975 -1.664 -8.016
C 0.457 6.040 5.550
C 0.291 4.588 5.905
O 0.643 3.701 5.138
C -0.324 4.265 7.240
H 0.913 6.122 4.560
H -0.518 6.530 5.527
H 1.110 6.528 6.277
H -1.334 4.677 7.293
H 0.294 4.675 8.042
H -0.381 3.180 7.361
C -1.645 8.853 2.680
C -0.530 9.328 3.574
O 0.010 8.575 4.369
C -0.107 10.767 3.449
H -1.843 7.797 2.879
H -2.553 9.425 2.883
H -1.354 8.964 1.633
H -0.947 11.424 3.687
H 0.252 10.963 2.436
H 0.705 10.969 4.153
C -5.742 -7.484 -5.336
C -4.989 -6.903 -6.504
O -3.853 -6.477 -6.377
C -5.693 -6.869 -7.835
H -5.113 -7.444 -4.444
H -6.648 -6.902 -5.152
H -5.995 -8.527 -5.539
H -6.597 -6.260 -7.762
H -5.944 -7.885 -8.148
H -5.031 -6.425 -8.583
C -0.113 -1.686 -10.723
C -0.936 -2.946 -10.769
O -1.649 -3.272 -9.833
C -0.847 -3.788 -12.013
H -0.277 -1.181 -9.768
H 0.947 -1.932 -10.812
H -0.416 -1.015 -11.530
H 0.181 -4.127 -12.160
H -1.182 -3.210 -12.878
H -1.492 -4.663 -11.906
C -3.430 -0.860 7.159
C -2.681 -0.284 5.987
O -1.543 0.143 6.108
C -3.389 -0.253 4.659
H -2.797 -0.817 8.049
H -4.335 -0.278 7.344
H -3.684 -1.903 6.960
H -4.292 0.356 4.732
H -3.641 -1.270 4.349
H -2.728 0.188 3.908
C -7.378 -0.485 -2.654
C -7.746 0.034 -4.020
O -8.900 0.015 -4.415
C -6.634 0.577 -4.877
H -8.278 -0.844 -2.149
H -6.675 -1.315 -2.750
H -6.939 0.318 -2.058
H -5.899 -0.207 -5.071
H -6.162 1.427 -4.379
H -7.045 0.915 -5.832
*
```

Calculated values
Frontier orbital gap, eV: 7.22
M, g mol⁻¹: 959.47
E_LUMO, Ha: -0.112
Energy, a.u.: -3863.262918

Atomic partial charges in e from the Löwdin method, atoms 1 to 5: C 0.08; C -0.08; C -0.09; C -0.05; C -0.12

---

5.
ORCA calculation (ωB97M-V/def2-TZVPD) on a structure of composition C2H2N3O.

ORCA input file:
```
! RIJCOSX wB97M-V def2-TZVPD def2/J DEFGRID3
* xyz 1 1
C -0.749 0.600 -0.016
C -0.224 -1.265 0.026
N -1.995 0.711 -0.052
N -3.014 0.013 -0.036
N -4.052 -0.394 0.035
O -1.184 -1.863 0.029
H -0.146 1.473 -0.171
H 0.907 -1.311 -0.010
*
```

Calculated values
Frontier orbital gap, eV: 8.39
M, g mol⁻¹: 84.06
E_LUMO, Ha: -0.254
Energy, a.u.: -316.464544

Atomic partial charges in e from the natural (NBO) method, atoms 1 to 5: C 0.16; C 0.50; N -0.26; N 0.25; N 0.27

---

The lowest M belongs to which entry?
C3H5N3

---

Please write out number 5 again, unchanged.
ORCA calculation (ωB97M-V/def2-TZVPD) on a structure of composition C2H2N3O.

ORCA input file:
```
! RIJCOSX wB97M-V def2-TZVPD def2/J DEFGRID3
* xyz 1 1
C -0.749 0.600 -0.016
C -0.224 -1.265 0.026
N -1.995 0.711 -0.052
N -3.014 0.013 -0.036
N -4.052 -0.394 0.035
O -1.184 -1.863 0.029
H -0.146 1.473 -0.171
H 0.907 -1.311 -0.010
*
```

Calculated values
Frontier orbital gap, eV: 8.39
M, g mol⁻¹: 84.06
E_LUMO, Ha: -0.254
Energy, a.u.: -316.464544

Atomic partial charges in e from the natural (NBO) method, atoms 1 to 5: C 0.16; C 0.50; N -0.26; N 0.25; N 0.27

---

The lowest M belongs to which entry?
C3H5N3

---

What is the formula in the third record?
C20H35AsCoO2SSbSe4